Record 1
Computed, not measured: a 8-piece molecular cluster, C36H94N6O14 overall in a non-equilibrium geometry, with the ωB97M-V functional and the def2-TZVPD basis.

Kohn-Sham gap = 8.93 eV
LUMO level = 0.381 eV
M = 835.18 u

ORCA input file:
```
! wB97M-V def2-TZVPD RIJCOSX def2/J DEFGRID3
* xyz 0 1
C -6.3100 0.2117 -2.9990
O -6.8633 0.8019 -4.1795
C -6.1117 2.0192 -4.5572
C -6.5977 2.3243 -5.9736
N -5.9051 3.5734 -6.3813
C -6.6679 4.0900 -7.5636
C -6.0569 5.4053 -8.1792
O -5.8272 6.5301 -7.2246
C -6.8826 7.3883 -6.9094
H -6.4338 0.7942 -2.0861
H -5.2414 0.1069 -3.1865
H -6.8058 -0.7143 -2.7077
H -5.0550 1.7663 -4.6441
H -6.2658 2.8585 -3.8790
H -7.6570 2.5646 -5.8825
H -6.4096 1.5223 -6.6875
H -5.0885 3.1244 -6.7708
H -7.7408 4.2392 -7.4423
H -6.5790 3.3383 -8.3479
H -6.7203 5.7262 -8.9823
H -5.1634 5.0518 -8.6937
H -6.4040 8.1681 -6.3171
H -7.6480 6.7325 -6.4943
H -7.2200 7.9130 -7.8032
C 5.9355 -2.7827 7.7440
O 6.0645 -3.9195 8.6582
C 5.8917 -5.2277 7.9786
C 4.7518 -5.4545 7.0050
N 3.4161 -5.7605 7.5425
C 3.0753 -5.1311 8.8313
C 1.6029 -5.4760 9.2008
O 1.4195 -6.8363 9.3398
C 0.1921 -7.2585 8.7791
H 5.1253 -2.8572 7.0187
H 6.8389 -2.8715 7.1406
H 5.8275 -1.8471 8.2926
H 5.8312 -6.0503 8.6912
H 6.8037 -5.1695 7.3844
H 5.1416 -6.3074 6.4492
H 4.6735 -4.6967 6.2255
H 3.2675 -6.7498 7.6810
H 3.1844 -4.0466 8.8260
H 3.8024 -5.5213 9.5434
H 0.9837 -5.1060 8.3836
H 1.3016 -5.0048 10.1363
H -0.5170 -6.4728 9.0397
H -0.1076 -8.2126 9.2125
H 0.2095 -7.3376 7.6921
C -1.5288 14.0220 -3.4752
O -0.7544 12.9699 -4.0517
C -1.4041 12.1774 -5.0459
C -2.0410 10.8946 -4.5266
N -1.1351 9.9808 -3.8832
C -0.1629 9.2911 -4.8467
C 0.7109 8.3369 -3.9886
O 0.0027 7.2697 -3.3510
C -0.8339 6.5207 -4.1473
H -2.5721 13.7268 -3.5875
H -1.3457 15.0399 -3.8192
H -1.3250 13.9016 -2.4112
H -0.5492 11.8804 -5.6534
H -2.1156 12.6597 -5.7161
H -2.4809 10.3919 -5.3879
H -2.8641 11.1697 -3.8672
H -1.7247 9.2640 -3.4848
H 0.4259 9.9889 -5.4420
H -0.7964 8.7434 -5.5444
H 1.1640 8.9127 -3.1816
H 1.5059 7.9350 -4.6168
H -0.6639 6.3590 -5.2117
H -1.7731 7.0632 -4.0392
H -1.0015 5.4931 -3.8246
C 1.6208 -16.2712 -6.9916
O 0.9105 -15.0892 -6.9454
C 0.6543 -14.5061 -5.6544
C 1.6770 -13.4669 -5.2598
N 1.6925 -12.3266 -6.1485
C 2.9001 -11.5013 -6.0276
C 2.7954 -10.0696 -6.5683
O 2.6736 -9.9827 -8.0011
C 3.8315 -10.1300 -8.7817
H 1.4584 -16.9130 -6.1257
H 2.6941 -16.0972 -7.0675
H 1.3375 -16.8768 -7.8525
H 0.4578 -15.1789 -4.8197
H -0.3511 -14.0908 -5.7233
H 2.6356 -13.9744 -5.1512
H 1.3681 -13.1371 -4.2679
H 1.5058 -12.6063 -7.1009
H 3.7123 -11.9831 -6.5720
H 3.1159 -11.4463 -4.9607
H 3.7310 -9.6421 -6.2076
H 1.9148 -9.5634 -6.1728
H 4.6548 -9.4397 -8.5983
H 3.5625 -9.9476 -9.8222
H 4.1297 -11.1711 -8.9053
C 2.6187 -6.9040 1.7703
O 2.0431 -6.6858 0.4856
C 2.1998 -5.4231 -0.1973
C 1.6610 -4.1695 0.5810
N 2.7415 -3.5378 1.3269
C 2.2497 -2.5110 2.2657
C 1.3169 -1.4009 1.6499
O -0.1390 -1.6191 1.7651
C -0.8060 -0.4771 1.2515
H 2.3625 -7.9348 2.0148
H 2.0425 -6.2470 2.4219
H 3.6856 -6.6810 1.7808
H 1.6330 -5.4639 -1.1274
H 3.2463 -5.3787 -0.4991
H 0.7837 -4.3539 1.2010
H 1.3828 -3.5569 -0.2766
H 2.9010 -4.1685 2.0995
H 3.2201 -2.1214 2.5733
H 1.7458 -2.9372 3.1332
H 1.6593 -1.1504 0.6459
H 1.4857 -0.5811 2.3482
H -0.4048 0.4527 1.6549
H -1.8611 -0.4408 1.5225
H -0.6679 -0.3268 0.1808
C -2.6710 9.2290 5.7100
O -1.5098 9.0339 4.8152
C -1.1392 7.6783 4.7621
C -0.4508 7.2221 6.0966
N 0.8578 7.9083 6.3674
C 1.3382 7.6440 7.6848
C 0.6519 8.3038 8.8883
O 0.8804 9.6757 8.8531
C 0.3964 10.2787 10.1298
H -3.5013 8.5371 5.5683
H -3.1103 10.2259 5.6733
H -2.2981 8.9613 6.6986
H -0.4265 7.5031 3.9561
H -1.9110 6.9874 4.4229
H -0.4263 6.1327 6.0700
H -1.0767 7.4784 6.9514
H 0.4879 8.8426 6.4691
H 2.3844 7.9497 7.6752
H 1.4670 6.5710 7.8274
H 1.0124 7.8347 9.8038
H -0.4346 8.2651 8.8096
H -0.5378 10.8402 10.1253
H 1.1403 11.0576 10.2973
H 0.5039 9.6525 11.0154
O -3.4240 -4.7147 1.3775
H -3.8211 -5.4227 1.8848
H -3.1515 -4.0731 2.0334
O 6.3328 -0.9805 -0.3560
H 5.6947 -1.5651 0.0530
H 7.1606 -1.4588 -0.3100
*
```

Record 2
Computed, not measured: C34H26BrF4N4OPReS3 as an isolated structure in a non-equilibrium geometry, with the ωB97M-V functional and the def2-TZVPD basis.

Kohn-Sham gap (alpha / beta) = 5.56 / 5.07 eV
LUMO level (alpha / beta) = -0.241 / -2.166 eV
M = 975.89 u
<S²> = 3.792

ORCA input file:
```
! wB97M-V def2-TZVPD RIJCOSX def2/J DEFGRID3
* xyz 0 4
Re 0.3257 -0.0675 -1.4424
C 3.3879 -4.9852 -2.1430
C 1.8927 -5.0607 -2.4155
N 1.1065 -4.6198 -1.2572
C 0.7287 -5.6719 -0.3122
C 1.5940 -5.6446 0.9396
C 0.6960 -3.2959 -1.0363
S 1.1710 -2.0740 -2.1522
N -0.0379 -3.0479 0.0107
C -0.5931 -1.8968 0.5163
O -0.5565 -0.7255 0.1425
C -1.3858 -2.1314 1.7785
C -1.9714 -1.0396 2.4398
C -2.7072 -1.2264 3.6132
C -2.8664 -2.5073 4.1388
C -2.2921 -3.6010 3.4927
C -1.5562 -3.4140 2.3188
H 3.9479 -5.2574 -3.0435
H 3.6801 -5.6800 -1.3503
H 3.7004 -3.9820 -1.8390
H 1.6415 -6.0993 -2.6659
H 1.6412 -4.5046 -3.3245
H 0.8194 -6.6632 -0.7726
H -0.3296 -5.5788 -0.0425
H 2.6460 -5.8236 0.7005
H 1.2711 -6.4257 1.6353
H 1.5322 -4.6846 1.4604
H -1.8503 -0.0361 2.0360
H -3.1520 -0.3697 4.1113
H -3.4377 -2.6531 5.0511
H -2.4135 -4.6015 3.8979
H -1.1153 -4.2746 1.8253
S -1.5889 -1.2477 -2.2789
C -1.9926 0.3128 -2.7021
S -0.8027 1.4709 -2.8450
C -3.4262 0.6747 -2.9552
C -4.0954 1.5149 -2.0379
N -4.6884 2.2008 -1.3119
C -4.0687 0.1704 -4.1056
N -4.6394 -0.2188 -5.0399
F 4.3319 5.5422 -3.0295
C 3.4477 4.7524 -2.4043
C 2.7894 5.2018 -1.2807
F 3.0375 6.4306 -0.8052
C 1.8735 4.3784 -0.6309
F 1.3020 4.8701 0.4783
C 1.5717 3.0703 -1.0865
P 0.2903 2.0750 -0.1727
C -1.1585 3.1665 -0.3034
C -1.4792 4.1941 0.5933
C -2.6117 4.9931 0.4033
C -3.4446 4.7791 -0.6906
C -3.1459 3.7664 -1.5958
C -2.0143 2.9686 -1.4031
C 0.8663 2.0682 1.5499
C 2.2381 2.0079 1.8546
C 2.6884 1.9392 3.1767
C 1.7733 1.9064 4.2229
C 0.4101 1.9245 3.9456
C -0.0374 1.9887 2.6215
C 2.2839 2.6201 -2.2349
Br 2.1535 0.8719 -3.0335
C 3.2042 3.4728 -2.8755
F 3.8770 3.0576 -3.9608
H -0.8457 4.4071 1.4513
H -2.8367 5.7870 1.1112
H -4.3229 5.4019 -0.8379
H -3.7917 3.5941 -2.4530
H -1.8100 2.1828 -2.1290
H 2.9875 1.9945 1.0671
H 3.7546 1.8990 3.3851
H 2.1215 1.8495 5.2507
H -0.3101 1.8770 4.7584
H -1.1107 1.9672 2.4418
H 1.7052 -0.2371 -0.4212
*
```

no.,calculated total energy (eV)
1,-76447.363
2,-168516.113